No. 1
C19H20Br4CaCl3N2O3SSi | ωB97M-V/def2-TZVPD

Element x y z (Å)
Ca (0.119, -1.133, 1.287)
Br (6.265, 2.254, 0.489)
C (4.596, 1.692, 1.184)
C (4.259, 1.931, 2.500)
Br (5.461, 2.838, 3.647)
C (3.019, 1.500, 2.992)
Br (2.513, 1.800, 4.791)
C (2.084, 0.839, 2.189)
O (0.938, 0.429, 2.620)
C (2.438, 0.597, 0.812)
O (1.582, -0.013, 0.040)
C (3.679, 1.026, 0.363)
Br (4.118, 0.612, -1.440)
Cl (2.787, -3.558, 3.336)
Si (0.929, -3.835, 2.305)
Cl (1.358, -5.644, 1.235)
Cl (-0.299, -4.644, 3.900)
C (-1.568, 1.784, -0.008)
C (-2.404, 0.985, 0.945)
O (-2.053, -0.122, 1.319)
C (-3.684, 1.549, 1.451)
C (-4.267, 0.965, 2.575)
C (-5.458, 1.463, 3.072)
C (-6.081, 2.532, 2.445)
C (-5.509, 3.114, 1.322)
C (-4.309, 2.630, 0.831)
H (-0.571, 1.349, -0.094)
H (-1.499, 2.824, 0.310)
H (-2.049, 1.770, -0.990)
H (-3.771, 0.129, 3.049)
H (-5.904, 1.018, 3.952)
H (-7.014, 2.916, 2.835)
H (-5.997, 3.947, 0.834)
H (-3.860, 3.089, -0.039)
C (1.760, -4.194, -2.485)
C (1.898, -2.997, -1.560)
N (1.378, -1.774, -2.167)
C (0.113, -1.362, -2.052)
S (-1.108, -2.259, -1.284)
N (-0.224, -0.159, -2.540)
C (0.643, 0.760, -3.248)
C (0.852, 0.397, -4.712)
H (2.150, -5.083, -1.990)
H (2.310, -4.037, -3.415)
H (0.711, -4.370, -2.721)
H (2.941, -2.797, -1.313)
H (1.377, -3.194, -0.623)
H (2.072, -1.047, -2.285)
H (-1.219, -0.002, -2.552)
H (1.587, 0.831, -2.712)
H (0.197, 1.752, -3.152)
H (1.285, -0.600, -4.802)
H (1.524, 1.105, -5.194)
H (-0.097, 0.400, -5.251)

Properties
Frontier orbital gap = 5.722 eV
Lowest unoccupied orbital energy = 1.36 eV
Charge = -1
Energy above the lowest of the compared OMol25 structures with the same formula, charge and spin = 0.000 eV

Atom charges from the Mulliken analysis, given in e for atoms 1 to 5: 0.754, -0.223, -0.108, 0.191, -0.208

---

No. 2
C19H20BrF6N3O5S2W | ωB97M-V/def2-TZVPD

Element x y z (Å)
W (13.731, 11.089, 7.829)
F (14.263, 12.889, 4.668)
C (15.711, 13.279, 4.986)
F (16.050, 14.312, 4.076)
F (16.483, 12.179, 4.811)
S (15.336, 13.814, 6.665)
O (16.383, 14.719, 7.265)
O (14.175, 14.698, 6.388)
N (15.164, 12.398, 7.284)
S (11.965, 17.863, 6.660)
O (12.362, 17.686, 5.321)
O (10.961, 18.909, 7.019)
C (13.951, 18.240, 7.585)
F (13.875, 19.300, 8.379)
F (14.524, 17.253, 8.208)
F (14.659, 18.503, 6.490)
C (11.626, 12.880, 10.289)
C (12.763, 12.036, 10.753)
C (13.612, 12.874, 11.812)
C (12.209, 10.777, 11.559)
C (13.621, 11.233, 9.703)
H (10.969, 12.313, 9.571)
H (11.976, 13.736, 9.796)
H (11.106, 13.279, 11.146)
H (12.958, 13.052, 12.706)
H (13.969, 13.817, 11.429)
H (14.435, 12.209, 12.196)
H (11.589, 11.015, 12.394)
H (13.091, 10.283, 11.952)
H (11.702, 10.030, 10.935)
H (14.481, 10.853, 10.282)
N (7.532, 13.931, 5.369)
C (7.664, 12.794, 6.186)
O (6.790, 11.924, 6.182)
C (9.029, 12.523, 6.760)
C (9.477, 11.235, 7.040)
C (10.854, 10.880, 6.941)
N (11.896, 11.734, 7.031)
C (11.459, 13.030, 6.844)
C (10.118, 13.405, 6.700)
H (6.567, 14.217, 5.155)
H (8.124, 14.741, 5.400)
H (8.810, 10.389, 7.184)
H (11.079, 9.805, 6.898)
H (12.189, 13.807, 6.614)
H (9.946, 14.458, 6.593)
Br (14.717, 5.083, 5.882)
C (13.957, 6.753, 6.315)
C (14.153, 7.791, 5.296)
C (14.339, 9.089, 5.776)
C (14.308, 9.356, 7.159)
C (13.794, 8.381, 8.076)
C (13.627, 7.057, 7.658)
H (14.172, 7.558, 4.216)
H (14.611, 9.879, 5.065)
H (13.758, 8.643, 9.140)
H (13.368, 6.235, 8.347)

Properties
Frontier orbital gap (spin up / spin down) = 5.866 / 5.663 eV
Lowest unoccupied orbital energy (spin up / spin down) = -2.03 / -2.50 eV
Multiplicity = 3
Charge = 0
<S²> = 2.054
Energy above the lowest of the compared OMol25 structures with the same formula, charge and spin = 2.452 eV

Atom charges from the Mulliken analysis, given in e for atoms 1 to 5: 0.805, -0.298, 0.633, -0.203, -0.182

---

No. 3
C19H20CaCl2N3OS2 | ωB97M-V/def2-TZVPD

Element x y z (Å)
Ca (0.612, 0.911, 1.177)
C (-0.117, 1.628, -3.551)
C (0.245, 1.746, -2.095)
N (0.652, 0.770, -1.372)
N (0.638, -0.467, -1.924)
C (0.563, -1.387, -0.979)
O (0.611, -1.230, 0.276)
C (0.435, -2.762, -1.495)
C (0.646, -3.924, -0.705)
C (0.180, -5.130, -1.102)
C (-0.334, -5.276, -2.394)
C (-0.420, -4.208, -3.255)
C (-0.085, -2.926, -2.782)
C (0.196, 2.986, -1.320)
C (0.049, 4.239, -1.925)
C (0.087, 5.338, -1.159)
C (0.199, 5.296, 0.245)
C (0.238, 4.014, 0.805)
N (0.195, 2.897, 0.019)
H (-0.665, 0.669, -3.628)
H (0.682, 1.688, -4.230)
H (-0.813, 2.465, -3.858)
H (1.113, -3.878, 0.293)
H (0.188, -5.973, -0.398)
H (-0.743, -6.191, -2.734)
H (-0.746, -4.250, -4.241)
H (-0.235, -2.055, -3.437)
H (-0.076, 4.355, -3.016)
H (-0.016, 6.265, -1.641)
H (0.176, 6.157, 0.868)
H (0.274, 3.851, 1.890)
C (2.534, -1.065, 3.878)
C (1.584, 0.068, 3.568)
S (2.385, 1.643, 3.259)
C (0.241, -0.122, 3.518)
C (-0.317, -1.560, 3.577)
S (-1.026, 1.105, 3.316)
H (2.935, -1.493, 2.990)
H (2.076, -1.870, 4.488)
H (3.365, -0.660, 4.408)
H (-1.175, -1.668, 2.906)
H (-0.697, -1.785, 4.605)
H (0.412, -2.244, 3.216)
Cl (-2.734, 0.164, -0.695)
C (-3.192, 0.760, 0.943)
Cl (-3.541, 2.456, 0.907)
H (-2.444, 0.475, 1.658)
H (-4.136, 0.178, 1.125)

Properties
Frontier orbital gap = 5.565 eV
Lowest unoccupied orbital energy = 2.19 eV
Charge = -1
Energy above the lowest of the compared OMol25 structures with the same formula, charge and spin = 0.000 eV

Atom charges from the Mulliken analysis, given in e for atoms 1 to 5: 1.495, -1.162, 0.429, 0.105, -0.910

---

No. 4
C19H20ClNO5S | ωB97M-V/def2-TZVPD

Element x y z (Å)
O (2.236, -4.671, 0.664)
C (1.374, -3.819, 0.733)
C (0.007, -4.021, 0.073)
O (-0.986, -3.280, 0.778)
C (-2.132, -3.036, 0.156)
O (-2.464, -3.492, -0.902)
C (-2.959, -2.051, 0.975)
C (-2.857, -0.694, 0.298)
S (-1.086, -0.267, 0.090)
O (-0.428, -0.394, 1.366)
O (-0.554, -1.028, -1.004)
C (-1.150, 1.466, -0.360)
C (-1.330, 1.813, -1.686)
C (-1.412, 3.150, -2.034)
C (-1.315, 4.116, -1.041)
Cl (-1.413, 5.781, -1.469)
C (-1.136, 3.764, 0.292)
C (-1.054, 2.425, 0.630)
N (1.505, -2.651, 1.375)
C (2.742, -2.266, 2.010)
C (3.693, -1.556, 1.032)
C (3.077, -0.308, 0.467)
C (2.546, -0.296, -0.816)
C (1.995, 0.859, -1.340)
C (1.960, 2.018, -0.584)
C (2.463, 2.009, 0.706)
C (3.018, 0.854, 1.226)
H (-0.243, -5.087, 0.071)
H (0.047, -3.668, -0.964)
H (-2.544, -1.996, 1.981)
H (-3.998, -2.383, 1.008)
H (-3.307, 0.097, 0.893)
H (-3.278, -0.714, -0.703)
H (-1.382, 1.034, -2.429)
H (-1.543, 3.445, -3.063)
H (-1.056, 4.531, 1.046)
H (-0.893, 2.110, 1.649)
H (0.777, -1.950, 1.312)
H (3.224, -3.177, 2.376)
H (2.504, -1.610, 2.849)
H (3.934, -2.251, 0.227)
H (4.613, -1.310, 1.567)
H (2.569, -1.196, -1.411)
H (1.597, 0.856, -2.344)
H (1.545, 2.926, -0.998)
H (2.432, 2.909, 1.303)
H (3.423, 0.857, 2.228)

Properties
Frontier orbital gap = 8.893 eV
Lowest unoccupied orbital energy = -0.05 eV
Charge = 0
SMILES = O=C(COC(=O)CCS(=O)(=O)c1ccc(Cl)cc1)NCCc1ccccc1
Energy above the lowest of the compared OMol25 structures with the same formula, charge and spin = 0.000 eV

Atom charges from the Mulliken analysis, given in e for atoms 1 to 5: -0.693, 0.440, -0.213, -0.282, 0.563